1.
Density functional theory data (ωB97M-V with the def2-TZVPD basis set) for a structure of composition C5H10O at a distorted geometry.

XYZ file:
```
16
Properties=species:S:1:pos:R:3:forces:R:3:lowdin_charge:R:1
C 0.57634 2.21815 0.40697 0.485 0.286 -0.379 -0.20
O -0.30842 1.17891 0.08423 0.337 -0.426 -1.643 -0.22
C 0.31304 -0.63648 0.78609 0.663 -1.964 0.580 -0.27
C -0.55504 -1.41407 1.41280 -0.005 -0.380 0.276 0.02
C 0.33939 -0.47126 -0.63589 -0.454 1.609 0.380 -0.10
C -0.70438 -1.00065 -1.58505 -0.095 0.490 0.188 -0.06
H 0.24227 2.86904 1.23567 -0.501 -0.595 -0.168 0.09
H 0.72018 2.88400 -0.43959 0.146 0.193 -0.290 0.07
H 1.57488 1.88937 0.72262 0.046 -0.303 -0.041 0.07
H 1.14003 -0.16701 1.30551 -0.032 -0.160 0.133 0.11
H -1.35034 -1.90692 0.86936 0.014 -0.113 0.161 0.05
H -0.44269 -1.58016 2.46938 -0.315 -0.001 0.233 0.05
H 1.35341 -0.50703 -1.07636 -0.493 0.956 0.190 0.14
H -0.71845 -0.33290 -2.44868 -0.126 -0.045 -0.002 0.08
H -1.69389 -1.01216 -1.12819 0.085 0.049 -0.063 0.08
H -0.48633 -2.01083 -1.97887 0.245 0.404 0.445 0.10
```
Positions in Å, forces in eV/Å.

Spin multiplicity   1
Energy above the lowest of the compared OMol25 structures with the same formula, charge and spin   89.6 kcal/mol
Max |F|   2.15 eV/Å
Net charge   0
HOMO   -8.254 eV

2.
Density functional theory data (ωB97M-V with the def2-TZVPD basis set) for a cluster of 2 separate species, C9H14FP in total at a distorted geometry.

XYZ file:
```
25
Properties=species:S:1:pos:R:3:forces:R:3:lowdin_charge:R:1
C -0.54828 2.05976 1.87226 2.008 2.255 -0.274 -0.12
C 0.25399 1.53063 0.74837 -0.245 0.548 0.634 -0.13
C -1.47921 1.34511 2.44110 -0.705 -0.110 -1.134 -0.13
C 0.14721 0.24780 0.49711 1.687 -1.867 -2.633 -0.08
C -1.89951 0.01655 1.93138 2.629 -0.042 -0.529 -0.14
C -0.67798 -0.74435 1.24164 1.259 2.999 2.573 -0.14
C -0.35501 -0.99249 -2.46556 -0.037 2.235 -1.923 -0.09
C 1.23965 -0.95050 -2.37155 -3.299 -0.395 2.208 -0.25
C 1.62812 -1.02955 -0.92593 -1.858 1.477 0.767 -0.59
F 1.32145 -2.25279 -0.39628 0.264 0.079 0.077 -0.05
P 3.34608 -0.54144 -0.50815 -0.281 -1.400 2.575 0.86
H -0.28970 3.13085 2.22693 -0.603 -1.899 -0.574 0.13
H 0.86359 2.28578 0.28542 0.488 -0.317 -0.548 0.09
H -2.09041 1.89251 3.07075 -1.287 0.466 1.770 0.08
H -2.29131 -0.48755 2.73304 -0.351 -1.893 2.344 0.07
H -2.78138 0.00349 1.34830 -0.715 0.652 -1.571 0.10
H -1.07392 -1.45755 0.63128 -0.597 -2.324 -1.558 0.06
H 0.13427 -1.12286 1.95623 -1.661 -0.169 -0.444 0.15
H -0.96646 -0.21954 -1.80556 1.796 -1.712 -1.096 0.10
H -0.62900 -2.00934 -2.26954 -0.561 -0.416 0.247 0.04
H -0.66967 -0.73546 -3.56503 0.529 -0.649 1.898 0.09
H 1.66706 -0.08124 -2.69993 0.606 2.616 -1.079 0.06
H 1.70527 -1.70376 -2.95994 0.185 -1.190 -0.338 0.10
H 2.77078 -0.00027 0.71415 1.132 -0.484 -0.226 -0.08
H 3.47626 0.72503 -0.93948 -0.384 1.541 -1.165 -0.15
```
Positions in Å, forces in eV/Å.

Spin multiplicity   1
Energy above the lowest of the compared OMol25 structures with the same formula, charge and spin   71.8 kcal/mol
Max |F|   4.15 eV/Å
Net charge   0
HOMO   -7.928 eV